[1]
{"formula": "C14H30O4S4", "method": "wB97M-V/def2-TZVPD", "elements": ["C", "S", "O", "C", "H", "H", "H", "H", "H", "H", "C", "S", "O", "C", "H", "H", "H", "H", "H", "H", "C", "S", "O", "C", "H", "H", "H", "H", "H", "H", "C", "S", "O", "C", "H", "H", "H", "H", "H", "H", "C", "C", "C", "C", "C", "C", "H", "H", "H", "H", "H", "H"], "coordinates": [[-40.60246, -28.76155, 46.16614], [-40.71606, -28.12096, 44.40267], [-39.57499, -27.09596, 44.29743], [-39.87840, -29.57252, 43.68324], [-40.66778, -27.90897, 46.75183], [-39.47038, -29.15844, 46.45120], [-41.41846, -29.47431, 46.36677], [-38.92604, -29.98069, 44.13603], [-39.76817, -29.32308, 42.56825], [-40.37080, -30.38903, 43.83787], [-37.17771, -26.02720, 41.56562], [-37.54747, -24.26666, 41.72288], [-37.38606, -23.71880, 40.30784], [-39.31894, -24.20715, 41.93872], [-37.71399, -26.72306, 42.14207], [-36.15074, -26.36244, 41.86600], [-37.32236, -26.51797, 40.58875], [-39.64710, -25.00010, 42.82727], [-39.99414, -24.50747, 40.96202], [-39.47910, -23.15071, 42.27530], [-36.67167, -22.35003, 37.04747], [-38.04789, -23.48024, 37.03670], [-38.89728, -22.86338, 35.95134], [-37.16883, -24.79059, 36.29505], [-37.24371, -21.44284, 37.47418], [-35.96772, -22.36600, 36.09459], [-36.09425, -22.38304, 37.87953], [-36.37077, -25.17014, 37.11349], [-36.54466, -24.27275, 35.39927], [-37.92646, -25.54091, 36.01322], [-45.46702, -28.76153, 42.16122], [-45.42703, -29.04526, 43.87134], [-43.93767, -28.87182, 44.23425], [-46.23444, -27.53504, 44.40750], [-45.12991, -27.78022, 42.01538], [-46.44140, -28.81555, 41.78495], [-44.85806, -29.49765, 41.76395], [-46.07968, -27.34356, 45.62779], [-47.33560, -27.28662, 44.11532], [-45.68287, -26.79440, 43.73091], [-40.06848, -26.35339, 39.02158], [-40.77082, -27.39040, 40.06607], [-42.15467, -27.71348, 39.90281], [-42.83419, -27.21756, 38.79280], [-42.28649, -26.46499, 37.83661], [-40.82857, -25.94875, 37.91859], [-38.92529, -26.06989, 39.09997], [-40.18572, -27.69461, 41.03505], [-42.72579, -28.12882, 40.79297], [-43.98254, -27.47800, 38.59061], [-42.80782, -25.99098, 36.81533], [-40.39650, -25.44494, 37.14716]], "forces_ev_per_a": [[2.5, -1.8, -1.0], [3.5, -0.4, 1.1], [-1.7, -0.5, 0.1], [3.2, 3.8, -2.0], [-0.6, 1.7, 1.2], [-3.0, 0.6, -1.2], [0.5, 0.2, -0.1], [-0.3, 1.9, -0.3], [0.0, -0.6, 1.7], [-4.2, -4.8, 0.3], [1.4, -1.7, -0.6], [0.0, -0.1, -2.2], [0.4, -0.2, 1.2], [-2.7, -2.4, 0.9], [-1.5, -0.2, 1.6], [-0.4, 1.3, -0.3], [0.0, 1.2, -0.3], [0.9, 2.2, -2.1], [2.1, 0.9, 2.3], [-0.2, -1.0, -0.4], [-1.1, 1.8, -1.3], [-0.4, 1.5, -0.7], [0.0, -0.8, 0.5], [3.2, -0.3, -0.4], [0.8, -0.4, -2.1], [-2.1, 0.6, 1.7], [2.3, -1.4, 2.6], [-1.9, 0.6, -1.9], [-1.7, -1.7, 1.7], [0.8, 0.1, -0.2], [-0.6, 0.6, 0.7], [1.6, -0.9, 2.2], [-2.1, 0.0, -0.4], [-0.5, 2.8, 1.0], [1.0, 1.3, -0.5], [-1.6, -0.4, -0.6], [1.3, -1.3, -1.1], [-0.2, -0.6, -3.6], [1.7, -1.3, 0.6], [-0.4, -0.4, 1.7], [-0.8, -2.5, 1.2], [0.6, 2.3, -1.0], [2.6, 0.8, 2.2], [-4.1, -1.0, -1.0], [3.4, 4.1, -3.9], [-3.1, -4.0, 4.0], [-2.6, -0.6, 0.1], [-1.2, 0.7, -2.1], [0.9, 0.1, -1.5], [2.6, 0.4, 0.8], [0.9, -1.8, 3.1], [0.8, 1.7, -2.0]], "mulliken_charge": [-1.04, 0.74, -0.68, -1.14, 0.38, 0.25, 0.37, 0.32, 0.24, 0.65, -0.78, 0.36, -0.51, -0.56, 0.19, 0.37, 0.30, 0.18, 0.13, 0.35, -0.98, 0.65, -0.70, -0.85, 0.30, 0.24, 0.44, 0.25, 0.32, 0.33, -1.01, 0.32, -0.51, -0.81, 0.29, 0.53, 0.31, 0.27, 0.34, 0.26, 0.00, 0.02, 0.04, 0.03, -0.62, -0.30, -0.14, -0.06, 0.13, 0.16, 0.16, 0.45], "largest_force_ev_per_a": 6.58, "energy_ev": -66525.2633, "e_above_lowest_kcal_mol": 0.0, "orbital_gap_ha": 0.3231, "lumo_energy_ev": 0.3652, "homo_ev": -8.4}



[2]
{"formula": "H40O20", "method": "wB97M-V/def2-TZVPD", "elements": ["O", "H", "H", "O", "H", "H", "O", "H", "H", "O", "H", "H", "O", "H", "H", "O", "H", "H", "O", "H", "H", "O", "H", "H", "O", "H", "H", "O", "H", "H", "O", "H", "H", "O", "H", "H", "O", "H", "H", "O", "H", "H", "O", "H", "H", "O", "H", "H", "O", "H", "H", "O", "H", "H", "O", "H", "H", "O", "H", "H"], "coordinates": [[-1.08587, -3.52546, -2.58472], [-0.28642, -3.13759, -2.90741], [-1.26856, -3.02480, -1.78370], [2.91124, -0.49182, 1.88432], [2.93951, -0.13016, 1.01115], [3.16583, -1.41629, 1.89593], [-0.43067, 4.38934, -2.02456], [0.50756, 4.57636, -1.93789], [-0.67491, 4.06607, -1.15544], [-4.37381, 3.74834, 1.63454], [-4.06162, 3.92191, 0.75768], [-4.37525, 3.12837, 2.31129], [1.31518, -1.20592, -3.21243], [0.35819, -1.35793, -3.16094], [1.54434, -1.42779, -2.29781], [3.10978, -4.11328, -0.51269], [3.77071, -3.41049, -0.41342], [2.89592, -3.95698, -1.44417], [0.02729, -0.65114, 0.58065], [-0.14711, -0.57970, -0.37375], [-0.40267, -1.51818, 0.63521], [-3.95657, -0.65755, -2.41548], [-4.86481, -0.87910, -2.60072], [-3.99609, -0.42773, -1.48855], [-4.50990, -0.89468, 3.22625], [-4.15293, -0.58726, 2.38061], [-4.69766, -1.82480, 3.06915], [3.48799, -0.64687, -4.76832], [4.04842, -0.38349, -4.04650], [2.56115, -0.66152, -4.48413], [0.92389, 2.45674, -0.25362], [1.44506, 2.46569, 0.56762], [1.38143, 2.00418, -0.96473], [-1.99202, 2.70135, -3.55324], [-1.59696, 2.19409, -4.27362], [-1.41780, 3.48280, -3.59908], [-3.25898, 0.36536, 1.13185], [-2.51499, -0.09656, 0.71184], [-2.83872, 0.84891, 1.83482], [0.33886, -4.68707, 1.32783], [0.61710, -4.93336, 2.19016], [1.06108, -4.46180, 0.74322], [0.31094, 3.92372, 4.11274], [-0.56221, 3.75672, 4.43862], [0.60752, 3.20243, 3.55439], [1.80260, -0.75082, 5.55040], [2.33271, -0.87336, 4.75455], [2.32908, -0.02775, 5.90772], [-2.62340, -2.25963, 0.12734], [-2.16669, -2.55965, 0.92313], [-3.50673, -2.62953, 0.23755], [5.05954, 0.83838, 0.06166], [5.92642, 0.41454, 0.06232], [5.00925, 1.23413, -0.82073], [-1.34768, -0.45817, -1.99952], [-1.81966, 0.24978, -2.44514], [-1.98114, -1.18442, -2.05329], [2.74040, 2.53692, 1.87655], [3.51262, 1.98892, 1.70403], [2.87026, 3.33762, 2.37047]], "forces_ev_per_a": [[-0.8, -0.3, 0.3], [0.9, 0.1, -0.5], [-0.1, -0.2, 0.3], [-0.1, 0.1, 2.0], [0.2, -0.3, -1.1], [0.1, 0.0, -0.7], [0.0, 0.6, -0.3], [0.1, -0.1, 0.1], [0.1, -0.4, 0.2], [-1.6, 3.7, -0.4], [0.7, -1.5, 0.0], [0.9, -2.2, 0.3], [-0.8, -0.6, 0.4], [-0.1, 0.7, -0.4], [0.7, 0.2, 0.1], [0.1, 0.3, -0.4], [0.1, 0.0, 0.5], [-0.3, -0.3, -0.1], [-0.8, -0.8, -0.7], [0.2, 1.1, -0.1], [0.5, -0.1, 0.9], [-0.1, -0.1, -0.1], [-0.5, -0.2, -0.4], [0.3, 0.3, 0.6], [-0.2, -0.3, 0.2], [0.1, 0.2, -0.2], [0.0, 0.0, 0.2], [-0.1, -0.1, -1.3], [-0.1, 0.1, 0.7], [0.5, 0.0, 0.5], [-0.8, 0.6, 0.1], [0.4, -0.3, -0.5], [0.3, -0.2, 0.3], [0.4, 0.0, -0.8], [-0.3, -0.4, 0.1], [-0.2, 0.1, 0.8], [-0.1, -0.3, -0.5], [0.0, 0.0, -0.1], [0.4, 0.5, 0.4], [-1.6, 0.3, -1.0], [0.9, -0.1, 0.8], [0.8, 0.0, 0.2], [1.0, 0.7, 0.0], [-0.6, -0.5, 0.0], [-0.3, -0.4, 0.0], [0.7, 0.3, -0.1], [-0.4, -0.5, -0.6], [-0.4, 0.2, 0.6], [0.0, -0.2, 0.1], [0.1, -0.1, 0.0], [0.0, 0.0, -0.2], [-0.1, 0.3, 0.0], [0.0, -0.2, 0.1], [-0.1, 0.0, 0.0], [0.3, -0.4, 0.0], [0.1, 0.5, -0.1], [-0.1, 0.0, 0.0], [-1.3, -0.5, -0.4], [0.5, 0.3, 0.4], [0.9, 0.2, 0.2]], "lowdin_spin": [0.02, 0.01, 0.01, 0.06, 0.03, 0.02, 0.01, 0.00, 0.00, 0.00, 0.00, 0.00, 0.06, 0.01, 0.05, 0.08, 0.05, 0.03, 0.03, 0.01, 0.01, 0.01, 0.00, 0.00, 0.00, 0.00, 0.00, 0.04, 0.03, 0.01, 0.03, 0.00, 0.02, 0.01, 0.00, 0.00, 0.01, 0.00, 0.00, 0.02, 0.00, 0.01, 0.01, 0.00, 0.00, 0.01, 0.00, 0.00, 0.01, 0.01, 0.00, 0.11, 0.04, 0.04, 0.02, 0.00, 0.00, 0.03, 0.01, 0.00], "largest_force_ev_per_a": 4.09, "multiplicity": 2, "energy_ev": -41598.8317, "e_above_lowest_kcal_mol": 11.1, "orbital_gap_ha": [0.0825, 0.3645], "lumo_energy_ev": [1.8548, 1.7726], "charge": -1, "homo_ev": [-0.4, -8.1]}



[3]
{"formula": "C7H10", "method": "wB97M-V/def2-TZVPD", "elements": ["C", "C", "C", "C", "C", "C", "C", "H", "H", "H", "H", "H", "H", "H", "H", "H", "H"], "coordinates": [[1.51893, 0.15298, -0.34454], [0.93097, 1.29214, 0.52513], [-0.49249, 0.99659, -0.01148], [0.15181, 0.06474, -1.07022], [-0.80156, -1.06799, -0.64628], [-0.67869, -1.40676, 0.81294], [-1.40946, -0.16743, 0.42353], [2.37881, 0.42708, -0.96140], [1.77610, -0.75960, 0.20016], [1.15825, 1.33990, 1.59277], [1.22149, 2.24241, 0.06597], [-1.08136, 1.87871, -0.27445], [0.15432, 0.36964, -2.11812], [-1.31008, -1.74573, -1.32679], [-1.31257, -2.22983, 1.13439], [0.26121, -1.34799, 1.35546], [-2.46568, -0.03887, 0.64293]], "forces_ev_per_a": [[0.1, 0.0, 0.0], [0.1, 0.1, 0.2], [-0.1, 0.2, -0.1], [0.0, 0.0, -0.2], [0.0, -0.2, -0.2], [0.1, -0.1, 0.1], [-0.2, 0.1, 0.2], [-0.1, 0.0, 0.1], [0.0, 0.2, -0.1], [-0.1, -0.1, 0.0], [0.0, 0.0, 0.3], [0.1, -0.2, -0.2], [-0.1, -0.2, 0.1], [0.1, 0.1, 0.1], [0.1, 0.1, -0.1], [-0.1, 0.0, -0.1], [0.2, 0.0, 0.1]], "mulliken_charge": [-0.96, -0.58, -0.36, 0.18, -0.50, -0.67, -0.30, 0.31, 0.22, 0.31, 0.29, 0.43, 0.48, 0.39, 0.27, 0.11, 0.36], "largest_force_ev_per_a": 0.29, "smiles": "C1C[C@H]2[C@@H]1[C@H]1C[C@@H]21", "energy_ev": -7418.3403, "e_above_lowest_kcal_mol": 62.1, "orbital_gap_ha": 0.3775, "lumo_energy_ev": 1.2303, "homo_ev": -9.0}



[4]
{"formula": "C17H21AsN3OPd", "method": "wB97M-V/def2-TZVPD", "elements": ["Pd", "C", "C", "N", "N", "C", "O", "C", "C", "C", "C", "C", "C", "C", "C", "C", "C", "C", "N", "H", "H", "H", "H", "H", "H", "H", "H", "H", "H", "H", "H", "C", "As", "C", "C", "H", "H", "H", "H", "H", "H", "H", "H", "H"], "coordinates": [[-0.19259, -0.32942, -1.06405], [1.54282, -3.47378, 1.54101], [0.92104, -2.68282, 0.43956], [0.51613, -1.47685, 0.59069], [0.55833, -0.77774, 1.74572], [-0.17790, 0.29237, 1.67292], [-0.96024, 0.54660, 0.66073], [-0.17294, 1.21312, 2.82736], [0.73419, 1.04699, 3.87295], [0.72533, 1.93144, 4.93788], [-0.18643, 2.97931, 4.96585], [-1.09062, 3.14788, 3.92596], [-1.08459, 2.26678, 2.85724], [0.68162, -3.24475, -0.90115], [1.03055, -4.53387, -1.25804], [0.70940, -4.99413, -2.52772], [0.05163, -4.15332, -3.40707], [-0.25570, -2.87131, -2.98165], [0.04825, -2.43112, -1.75888], [1.59854, -2.86620, 2.43861], [2.54907, -3.79551, 1.26548], [0.94602, -4.36387, 1.75031], [1.44193, 0.23169, 3.83413], [1.42895, 1.80238, 5.74922], [-0.19456, 3.66638, 5.80204], [-1.80088, 3.96347, 3.95273], [-1.79071, 2.37378, 2.04517], [1.54457, -5.16867, -0.55070], [0.96464, -6.00331, -2.82205], [-0.21473, -4.47506, -4.40325], [-0.76688, -2.17500, -3.63073], [0.93907, 2.68932, -3.00233], [-0.51570, 1.85028, -2.04509], [-1.08059, 3.25235, -0.85153], [-1.92821, 1.86791, -3.37227], [0.58301, 3.62307, -3.43408], [1.30033, 2.03267, -3.79024], [1.75509, 2.89790, -2.31331], [-1.19963, 4.16705, -1.42977], [-0.34432, 3.40078, -0.06461], [-2.02797, 2.97412, -0.39685], [-2.19090, 2.89323, -3.62937], [-2.80334, 1.35904, -2.97448], [-1.59106, 1.34683, -4.26634]], "forces_ev_per_a": [[-0.1, -0.4, 3.9], [0.1, 0.0, 0.0], [0.3, 0.1, 0.5], [-0.9, 0.2, -1.7], [0.5, -0.4, 0.4], [0.1, -0.3, 0.1], [0.6, 0.7, -1.2], [-0.3, 0.1, -0.1], [0.0, 0.0, 0.0], [0.0, 0.0, 0.0], [0.0, 0.0, 0.0], [0.0, 0.0, 0.0], [0.0, 0.0, 0.0], [-0.1, 0.0, 0.1], [0.0, -0.1, 0.0], [0.0, 0.0, 0.0], [0.0, 0.0, 0.0], [0.0, -0.1, 0.2], [0.2, 0.7, -1.5], [0.0, 0.0, 0.0], [0.0, 0.0, 0.0], [0.0, 0.0, 0.0], [0.0, 0.0, 0.0], [0.0, 0.0, 0.0], [0.0, 0.0, 0.0], [0.0, 0.0, 0.0], [0.0, 0.0, 0.0], [0.0, 0.0, 0.0], [0.0, 0.0, 0.0], [0.0, 0.0, 0.0], [0.0, 0.0, 0.0], [0.2, -0.1, 0.1], [-0.5, -0.2, -1.1], [0.0, -0.1, 0.3], [0.0, 0.1, 0.0], [0.0, 0.0, 0.0], [0.0, 0.0, 0.0], [0.0, 0.0, 0.0], [0.0, 0.0, -0.1], [0.0, 0.0, 0.0], [0.0, 0.0, 0.0], [0.0, 0.0, 0.0], [0.0, 0.0, 0.0], [0.0, 0.0, 0.0]], "mulliken_charge": [0.29, -1.34, 0.46, 0.38, -0.94, 0.74, -0.92, 0.55, -0.23, -0.70, -0.35, -0.78, -0.28, 0.59, -0.42, -0.43, -0.66, -0.18, -0.27, 0.34, 0.36, 0.34, 0.43, 0.40, 0.40, 0.41, 0.38, 0.38, 0.43, 0.40, 0.45, -1.09, 0.86, -1.12, -1.17, 0.37, 0.36, 0.36, 0.46, 0.36, 0.31, 0.41, 0.33, 0.37], "largest_force_ev_per_a": 3.89, "energy_ev": -88799.4070, "e_above_lowest_kcal_mol": 21.6, "orbital_gap_ha": 0.2438, "lumo_energy_ev": -4.6958, "charge": 1, "homo_ev": -11.3}